1) Formula: C2H9NO
Source: OMol25
Level of theory: the ωB97M-V functional and the def2-TZVPD basis

HOMO energy = -8.54 eV
M = 63.1 g mol⁻¹
Structure (SMILES) = CNC.O
Total charge = 0
HOMO-LUMO gap = 9.39 eV

XYZ file:
```
13
Properties=species:S:1:pos:R:3:lowdin_charge:R:1
H 2.1357 2.1604 -1.5479 0.07
O -2.1217 -2.4594 1.9619 -0.09
C 1.6100 1.5208 -0.8190 -0.18
H 2.2661 0.6739 -0.5566 0.07
H -2.1682 -2.7702 2.8943 0.05
C -0.1979 0.2409 -0.2187 -0.18
H -2.7941 -2.9984 1.4868 0.05
N 0.3479 0.9880 -1.3445 -0.20
H 0.4126 -0.6689 -0.0915 0.07
H -0.1327 0.8403 0.7050 0.08
H -1.2486 -0.0588 -0.3701 0.07
H 0.4743 0.4198 -2.1919 0.10
H 1.4166 2.1115 0.0922 0.08
```



2) Formula: C2H9NO
Source: OMol25
Level of theory: the ωB97M-V functional and the def2-TZVPD basis

HOMO energy = -9.12 eV
M = 63.1 g mol⁻¹
Structure (SMILES) = CCN.O
Total charge = 0
HOMO-LUMO gap = 9.98 eV

XYZ file:
```
13
Properties=species:S:1:pos:R:3:lowdin_charge:R:1
O 2.1770 1.6318 0.3041 -0.07
C -1.0861 -0.1377 0.0216 -0.36
H 2.2226 2.5176 0.7100 0.05
H -0.2513 -0.8584 -1.7309 0.06
H -1.0330 -2.0666 0.9407 0.06
C -0.3511 -1.2222 0.8449 -0.11
H 0.5114 -1.6383 0.3252 0.07
H -2.1030 0.0106 0.3841 0.10
H -0.5506 0.8037 0.2466 0.08
H -1.4429 0.1991 -1.9688 0.06
H 2.0997 0.8996 0.9254 0.03
H -0.1998 -0.7332 1.8039 0.06
N -1.1537 -0.5573 -1.3651 -0.02
```



Most stable to least stable, the ends of the list are 2) and 1).